(1)
Computed, not measured: 14 unconnected molecules or ions with the total composition H28O14, with ωB97M-V/def2-TZVPD.

```
42
Properties=species:S:1:pos:R:3:forces:R:3
O 3.471 -1.385 -1.063 0.462 0.120 -0.064
O -2.409 -0.339 -2.521 0.028 -0.029 -1.048
O 3.008 1.549 -2.773 -0.024 0.352 -0.511
O 2.429 1.020 0.074 -0.232 0.062 -0.508
O -2.935 -0.934 0.005 -0.278 -0.453 -0.351
O -0.711 -1.535 2.104 -0.708 -0.155 0.286
O 0.055 -1.800 -2.974 0.748 -0.487 -0.497
O -3.251 1.749 0.742 -0.468 0.100 -0.012
O 1.714 -0.327 2.834 -0.488 -0.887 0.502
O 0.291 -2.964 0.054 0.259 -0.260 -0.091
O 0.131 -0.056 -0.603 -0.847 -0.086 -0.631
O -0.738 2.688 -1.429 -0.547 0.491 -0.083
O -2.663 0.064 2.887 -0.668 0.180 0.602
O -0.155 2.006 1.779 -0.843 0.062 -0.435
H -2.472 -1.145 0.816 0.272 -0.138 0.479
H 3.168 0.498 0.385 0.766 -0.536 0.205
H 1.010 0.210 -0.331 0.501 0.205 0.174
H 3.075 1.243 -1.869 -0.153 -0.171 0.594
H -3.818 2.494 0.542 -0.197 0.132 -0.104
H 3.522 0.919 -3.279 0.084 -0.171 -0.121
H -1.808 -0.167 2.525 0.476 -0.368 -0.023
H -3.028 0.690 2.262 -0.174 0.343 -0.018
H -2.363 2.103 0.697 0.737 0.101 -0.129
H 2.246 -0.446 2.047 0.395 0.001 -0.455
H -0.397 -2.091 1.391 0.174 -0.234 -0.532
H -0.211 -3.339 -0.669 -0.300 0.096 -0.178
H 0.783 1.819 1.829 0.661 -0.179 -0.105
H 0.000 -2.718 -2.709 0.011 -0.125 -0.115
H -0.429 0.170 0.140 -0.194 -0.155 0.440
H -2.616 -0.350 -1.586 0.100 -0.341 0.639
H -0.195 2.102 -0.901 0.269 -0.495 0.176
H -3.362 -0.096 0.183 -0.215 0.412 0.313
H 0.086 -1.198 2.513 0.660 0.473 0.299
H -0.348 2.483 2.586 -0.093 0.124 0.320
H 2.610 -1.402 -1.481 -0.618 0.063 -0.235
H 1.877 0.578 3.100 0.263 0.674 0.228
H 0.946 -3.630 0.263 0.222 -0.229 0.197
H -1.757 0.356 -2.614 0.170 0.408 0.039
H 3.489 -2.172 -0.518 0.036 -0.210 0.231
H -0.661 -1.372 -2.505 -0.563 0.460 0.309
H 2.656 1.920 0.307 0.123 0.864 0.395
H -0.243 2.806 -2.240 0.192 -0.016 -0.180
```
Positions in Å, forces in eV/Å.

Computed properties:
LUMO (alpha / beta)   2.382 / 2.258 eV
Multiplicity   2
Energy above the lowest of the compared OMol25 structures with the same formula, charge and spin   0.534 eV
<S²>   0.75
Net charge   -1
Kohn-Sham gap (alpha / beta)   3.02 / 9.97 eV
Maximum force   0.022 Eh/bohr

***

(2)
Computed, not measured: 2 unconnected molecules or ions with the total composition C4H6N3O2, with ωB97M-V/def2-TZVPD.

```
15
Properties=species:S:1:pos:R:3:forces:R:3
O 2.266 -1.629 -1.246 0.194 -0.370 -0.267
O 2.336 -3.721 -2.247 0.167 0.299 -0.081
N -0.198 -0.439 0.934 -2.023 0.239 0.064
N 0.697 0.685 -0.930 0.619 -3.952 2.229
N -1.849 0.791 1.561 -0.943 -0.175 1.896
C -1.414 -0.400 1.791 1.982 -1.428 0.077
C 2.323 -2.673 -1.779 -0.238 -0.221 0.317
C -1.174 1.580 0.616 -0.082 -0.359 -2.302
C -0.168 0.557 0.074 0.593 0.991 -0.334
H -0.583 2.344 1.054 0.341 1.194 0.333
H 0.303 -1.282 0.811 0.576 -0.875 0.011
H -1.934 1.931 -0.106 0.843 0.257 -0.018
H 0.561 1.302 -1.651 -0.421 2.026 -1.749
H -2.499 1.129 2.265 -0.271 0.327 -0.655
H 1.333 -0.173 -1.147 -1.336 2.048 0.478
```
Positions in Å, forces in eV/Å.

Computed properties:
LUMO   -3.954 eV
Multiplicity   1
Energy above the lowest of the compared OMol25 structures with the same formula, charge and spin   1.352 eV
Net charge   +1
Kohn-Sham gap   9.83 eV
Maximum force   0.089 Eh/bohr

***

(3)
Computed, not measured: a single C5H10O molecule, with ωB97M-V/def2-TZVPD.

```
16
Properties=species:S:1:pos:R:3:forces:R:3
O -0.159 1.546 -2.247 -0.227 0.123 -0.036
C 0.139 -0.125 -0.459 0.070 0.034 -0.145
C -0.281 -1.219 1.357 -0.041 -0.109 0.134
C 0.473 1.247 -1.015 0.232 -0.103 0.325
C 0.977 -0.551 0.764 0.190 0.010 0.047
C -1.139 -0.383 0.379 -0.171 0.058 -0.038
H -1.512 0.535 0.852 0.088 -0.096 -0.083
H -0.935 2.085 -2.070 -0.020 -0.087 -0.065
H -0.459 -1.089 2.429 0.008 -0.032 -0.174
H -1.976 -0.889 -0.111 0.136 0.113 0.060
H -0.321 -2.288 1.124 -0.007 0.161 0.012
H 1.863 -1.167 0.583 -0.137 0.067 0.057
H 1.277 0.327 1.351 -0.039 -0.123 -0.071
H 0.217 -0.861 -1.269 0.017 0.080 0.106
H 0.257 2.015 -0.254 0.017 -0.108 -0.144
H 1.555 1.279 -1.201 -0.117 0.011 0.017
```
Positions in Å, forces in eV/Å.

Computed properties:
LUMO   0.984 eV
Multiplicity   1
Energy above the lowest of the compared OMol25 structures with the same formula, charge and spin   1.091 eV
Net charge   0
Kohn-Sham gap   10.98 eV
Maximum force   0.008 Eh/bohr
SMILES   OCC1CCC1

***

(4)
Computed, not measured: a single C6H6O2 molecule, with ωB97M-V/def2-TZVPD.

```
14
Properties=species:S:1:pos:R:3:forces:R:3
O -0.452 -1.298 -1.019 -0.435 2.798 1.475
O -0.462 -0.775 1.219 0.269 -3.831 3.182
C 1.435 -0.433 0.135 1.828 3.923 -2.415
C 0.277 -1.265 0.174 2.930 -4.584 1.069
C -0.309 1.116 -0.030 1.153 3.044 -3.351
C -1.133 0.209 0.753 -6.025 3.634 -0.070
C -1.037 0.039 -0.805 -2.193 -1.784 0.153
C 1.114 0.870 -0.059 2.167 -0.254 0.846
H -1.783 0.202 -1.562 -0.095 0.443 0.148
H 0.684 -2.229 0.523 -1.022 -0.405 -0.642
H -0.571 2.113 -0.493 -0.268 -1.017 1.367
H 2.422 -0.768 -0.116 0.339 -0.453 0.463
H 1.842 1.705 -0.233 -0.716 -1.004 0.220
H -2.028 0.515 1.513 2.068 -0.509 -2.444
```
Positions in Å, forces in eV/Å.

Computed properties:
LUMO   0.894 eV
Multiplicity   1
Energy above the lowest of the compared OMol25 structures with the same formula, charge and spin   3.374 eV
Net charge   0
Kohn-Sham gap   9.70 eV
Maximum force   0.137 Eh/bohr
SMILES   C1=C[C@H]2[C@H]3O[C@@H]1O[C@@H]23

***

(5)
Computed, not measured: 3 unconnected molecules or ions with the total composition C24H48N2O5, with ωB97M-V/def2-TZVPD.

```
79
Properties=species:S:1:pos:R:3:forces:R:3
O 0.408 4.497 0.510 1.658 -1.687 0.010
O -6.250 1.306 4.805 1.525 -0.294 0.806
O -2.522 1.263 4.592 -1.107 1.857 0.496
O 2.707 -0.857 -3.785 -1.506 -1.816 -1.016
O -5.423 -2.372 6.744 -1.005 2.906 -3.451
N 1.062 3.310 0.429 -3.486 2.527 -0.060
N 2.181 -2.025 -4.253 2.994 2.460 2.064
C 0.598 3.233 2.913 -0.137 0.618 -0.369
C 1.977 1.766 -1.283 0.042 -0.323 0.072
C -0.946 1.187 -0.014 0.029 -0.009 0.009
C -6.256 1.706 6.198 -1.185 0.894 0.303
C -5.637 -1.537 5.823 1.691 -1.054 2.386
C 0.852 -3.967 -3.457 0.044 -0.299 -0.228
C -5.018 0.666 4.415 0.828 -0.936 -1.255
C 1.012 3.860 -2.049 -0.229 0.473 0.587
C -3.824 1.725 4.074 0.172 -0.541 -0.640
C 0.595 2.463 1.569 0.611 -1.239 1.607
C 4.388 -3.169 -4.698 -0.010 0.017 0.432
C -0.530 2.116 -1.148 -0.280 0.050 0.339
C 3.533 -1.440 -6.308 -0.076 0.473 0.578
C 0.853 2.774 -0.950 1.073 -0.842 -1.758
C 4.080 -4.202 -3.620 -0.001 -0.046 -0.044
C -2.125 2.097 5.709 0.281 0.187 0.379
C 3.115 -2.542 -5.301 0.150 -0.742 -1.993
C 1.260 -2.161 -1.885 0.380 0.633 -0.325
C 1.585 1.300 1.825 0.103 -0.259 -0.194
C -0.814 1.885 1.336 -0.179 0.033 -0.371
C 2.405 -3.590 -6.193 -0.155 -0.291 0.094
C -4.502 -0.483 5.403 -0.098 0.606 0.290
C 3.188 -3.608 -2.537 0.360 0.166 -0.178
C 1.917 -2.913 -3.075 -1.473 -1.173 0.923
H -1.068 1.802 6.015 -1.455 0.289 -0.417
H 3.785 -2.888 -1.965 -0.160 0.111 -0.099
H 1.981 1.519 -2.349 -0.134 0.138 0.114
H -1.071 1.178 2.132 0.247 0.160 0.097
H -6.640 -1.452 5.286 0.994 -0.257 0.547
H -1.297 2.894 -1.246 0.177 0.097 0.065
H 1.223 -4.751 -4.114 0.007 0.097 -0.074
H 2.974 -3.768 -7.111 0.054 0.223 0.165
H -1.986 0.877 -0.161 0.081 -0.010 -0.010
H 4.986 -3.640 -5.485 -0.222 0.147 -0.116
H -4.070 2.780 4.429 0.233 -1.416 -0.255
H 2.655 -0.971 -6.763 0.050 -0.041 0.110
H 0.345 2.568 3.744 0.052 -0.188 -0.314
H -5.235 0.148 3.405 -0.029 0.871 1.576
H -0.136 4.042 2.940 0.159 -0.016 -0.213
H 2.959 2.184 -1.047 -0.124 0.014 0.069
H 3.611 -5.090 -4.054 -0.007 0.042 -0.029
H -5.227 1.840 6.664 -1.276 -0.418 -0.636
H 0.200 4.591 -2.034 0.146 -0.041 0.209
H 2.620 1.652 1.815 -0.103 0.025 -0.078
H 2.911 -4.399 -1.832 -0.224 0.177 -0.060
H 2.309 -4.570 -5.729 -0.091 0.082 0.071
H -0.011 -3.495 -3.936 0.142 0.021 -0.008
H 1.411 -3.247 -6.492 0.069 0.004 0.105
H 1.947 -1.457 -1.408 -0.043 0.015 -0.250
H 1.585 3.658 3.121 -0.084 -0.007 -0.101
H -3.681 1.774 2.932 -0.362 -0.074 1.719
H -1.562 2.686 1.391 0.195 0.106 -0.017
H 1.407 0.846 2.804 -0.122 0.248 -0.063
H 5.022 -2.387 -4.264 -0.197 0.082 -0.042
H -4.073 0.048 6.332 -0.743 -1.273 -1.176
H 4.143 -0.658 -5.851 -0.227 -0.080 0.111
H -6.929 0.971 6.772 1.301 1.023 -0.536
H 0.481 -4.488 -2.569 0.153 0.214 0.017
H 4.137 -1.862 -7.117 -0.165 -0.241 0.200
H -6.768 2.737 6.242 0.732 -1.577 -0.059
H -0.351 0.268 -0.036 0.030 0.030 0.032
H 1.960 4.395 -1.943 -0.103 -0.056 0.069
H 1.492 0.480 1.115 0.058 0.108 -0.083
H 5.017 -4.545 -3.169 -0.090 -0.006 -0.027
H -3.611 -1.020 4.926 -1.381 0.649 0.631
H 0.998 3.408 -3.045 0.032 -0.250 0.269
H -0.546 1.556 -2.090 0.247 0.175 0.017
H 0.370 -1.611 -2.204 0.117 -0.021 -0.043
H 0.951 -2.862 -1.104 0.099 -0.168 -0.307
H 1.880 0.811 -0.771 0.010 0.076 0.081
H -2.837 1.941 6.589 0.939 0.211 -0.963
H -2.128 3.219 5.449 -0.001 -1.648 0.210
```
Positions in Å, forces in eV/Å.

Computed properties:
LUMO (alpha / beta)   0.621 / -0.246 eV
Multiplicity   3
<S²>   2.01
Net charge   0
Kohn-Sham gap (alpha / beta)   9.39 / 9.15 eV
Maximum force   0.090 Eh/bohr